(1)
ORCA calculation (ωB97M-V with the def2-TZVPD basis set) on an isolated molecule of C6H7NOS in a non-equilibrium geometry.

Total charge: 0
Calculated total energy, eV: -20705.63074
Structure (SMILES): c1csc(C2COC2)n1
Energy above the lowest of the compared OMol25 structures with the same formula, charge and spin, eV: 1.691
Largest force on an atom, hartree/bohr: 0.0759
2S+1: 1

Positions of all 16 atoms, in Å:
C -2.4286 1.2287 -0.4080
C -3.1021 0.0633 -0.2514
S -2.0253 -1.2640 0.1577
C -0.7616 -0.0223 0.2622
C 0.5589 -0.4483 0.6992
C 1.7477 0.5692 0.5823
O 2.4251 -0.1230 -0.4392
C 1.3990 -1.0584 -0.6261
N -1.1179 1.1594 0.0039
H -2.6082 2.2535 -0.6743
H -4.1314 -0.1581 -0.3061
H 0.6599 -0.9472 1.6629
H 1.2378 1.5816 0.1645
H 2.4221 0.5754 1.5448
H 1.8456 -1.9945 -0.5684
H 0.9783 -1.0189 -1.6420

---

(2)
ORCA calculation (ωB97M-V with the def2-TZVPD basis set) on a cluster of 12 separate species, C20H66N18O12 in total in a non-equilibrium geometry.

Total charge: 0
Calculated total energy, eV: -73201.41469
Structure (SMILES): COC[C@H](C)N.COC[C@H](C)N.NC(N)=O.NC(N)=O.NC(N)=O.NC(N)=O.NC(N)=O.NC(N)=O.NC(N)=O.NC(N)=O.CCO.CCO
Largest force on an atom, hartree/bohr: 0.2595
2S+1: 1

Positions of all 116 atoms, in Å:
C -24.2325 -15.4463 11.1280
O -24.6945 -16.5281 11.8982
C -23.6992 -17.2354 12.6023
C -24.1578 -18.6707 12.8577
C -25.4711 -18.8323 13.5289
N -23.0904 -19.1877 13.6307
H -23.5373 -15.8018 10.3675
H -23.8271 -14.6147 11.7045
H -25.1220 -15.1627 10.5654
H -22.7305 -17.2386 12.1027
H -23.5197 -16.8289 13.5977
H -24.2242 -19.2558 11.9405
H -25.5681 -19.8216 13.9761
H -26.2713 -18.7753 12.7909
H -25.7035 -18.0877 14.2903
H -23.3616 -18.8998 14.5600
H -22.2240 -18.7362 13.3747
C -39.5241 -15.7633 10.2610
O -38.0991 -15.5996 9.9297
C -37.8607 -14.5372 8.9499
C -36.3442 -14.5135 8.6245
C -35.9885 -13.1836 8.0073
N -35.8291 -15.5839 7.7528
H -39.5149 -16.4178 11.1326
H -40.0828 -16.2698 9.4740
H -40.0904 -14.8468 10.4266
H -38.3928 -14.9793 8.1076
H -38.2670 -13.5841 9.2883
H -35.8699 -14.6891 9.5900
H -34.9227 -13.1414 7.7824
H -36.2637 -12.4210 8.7358
H -36.4854 -12.9912 7.0564
H -36.0373 -15.3767 6.7865
H -36.1705 -16.5311 7.8316
N -29.5332 -8.6703 13.7997
C -28.4647 -8.2958 13.1080
N -28.8237 -7.5417 12.1325
O -27.3242 -8.6803 13.4160
H -30.4430 -8.4191 13.4402
H -29.6304 -9.2363 14.6305
H -29.8149 -7.4757 11.9497
H -28.1707 -7.0630 11.5287
N -25.8651 -11.7761 5.3510
C -25.0592 -12.7912 5.1837
N -25.4002 -13.5494 4.2332
O -24.0091 -12.9776 5.7983
H -25.7930 -10.9982 5.9911
H -26.6310 -11.5782 4.7231
H -26.1797 -13.2620 3.6588
H -24.7032 -14.2395 3.9922
N -30.3758 -16.6321 16.8135
C -30.2606 -15.8955 15.6792
N -30.4002 -16.6053 14.6318
O -30.1297 -14.7112 15.5692
H -30.5241 -16.0439 17.6210
H -30.3758 -17.6406 16.8697
H -30.7406 -17.5560 14.6115
H -30.4235 -15.9551 13.8593
N -23.7182 -8.6841 8.0661
C -24.6932 -8.7071 8.8960
N -24.3745 -9.0607 10.1595
O -25.8426 -8.5647 8.6081
H -22.7783 -8.6096 8.4283
H -23.7696 -8.4227 7.0919
H -24.9781 -8.8253 10.9343
H -23.3804 -9.0774 10.3372
N -25.0880 -14.2164 16.7887
C -24.8259 -13.0006 16.4009
N -25.8815 -12.2490 16.1984
O -23.6405 -12.6768 16.3664
H -26.0586 -14.4539 16.9358
H -24.2749 -14.8133 16.7355
H -26.7891 -12.6856 16.2750
H -25.8693 -11.2394 16.1741
N -29.8692 -15.1055 5.0513
C -31.0747 -15.3915 5.3122
N -31.1912 -15.7771 6.5313
O -31.9537 -15.0574 4.5917
H -29.6124 -14.8306 4.1140
H -29.2418 -15.5343 5.7166
H -32.1219 -15.9032 6.9029
H -30.4005 -15.8497 7.1556
N -32.9954 -10.4545 12.3000
C -33.8148 -9.5800 12.2205
N -34.4369 -9.6055 13.3521
O -34.0768 -8.8534 11.2771
H -32.7852 -10.9241 13.1691
H -32.6652 -10.7825 11.4036
H -34.0022 -9.7962 14.2436
H -35.3590 -9.1992 13.4205
N -29.1443 -12.4147 9.2170
C -28.9917 -13.0038 10.3763
N -28.1248 -12.5030 11.1444
O -29.6570 -13.9326 10.7916
H -28.6907 -11.5206 9.0947
H -29.5566 -12.8459 8.4021
H -27.5117 -11.7756 10.8053
H -27.9338 -12.6514 12.1250
C -31.3438 -9.3586 5.1849
C -32.3462 -9.6284 4.0592
O -32.1444 -10.8699 3.4310
H -30.3896 -9.8623 5.0299
H -31.5630 -9.6810 6.2028
H -31.2955 -8.2745 5.2872
H -32.3863 -8.8246 3.3241
H -33.3698 -9.6590 4.4328
H -32.0834 -11.6235 4.0225
C -26.5786 -19.1418 6.8497
C -26.3243 -18.4909 8.2283
O -27.2721 -17.5107 8.6250
H -26.6783 -18.3620 6.0947
H -27.4756 -19.7493 6.9702
H -25.7336 -19.7879 6.6117
H -25.3378 -18.0290 8.1889
H -26.2737 -19.2663 8.9927
H -27.1836 -17.3918 9.5735

---

Question: What is the formula in the first record?
Answer: C6H7NOS

---

Question: Which of these has the highest largest force on an atom?
Answer: C20H66N18O12

---

Question: Which value of largest force on an atom does entry 2 give?
Answer: 0.2595 hartree/bohr